Entry 1:
Here is a molecular structure, C27H33GeN2SSe2Te2W from the Open Molecules 2025 dataset. Energies are from the ωB97M-V functional and the def2-TZVPD basis.

Calculated values
Charge: +1
HOMO energy (alpha / beta) in eV: -9.5 / -9.5

XYZ file:
```
69
C27H33GeN2SSe2Te2W (the ωB97M-V functional and the def2-TZVPD basis)
W 2.6563 0.5191 -0.3081
Se 3.5222 -1.3436 -1.1666
Te 4.1169 1.0006 2.0416
Te 3.4165 -0.1519 4.2719
Se 2.4068 2.6839 1.2159
S 3.6213 2.3596 -1.6679
C 3.7634 1.7206 -3.2764
N 4.8304 2.1044 -4.0271
C 4.9800 1.7490 -5.3181
C 4.0294 0.9550 -5.8939
C 2.9638 0.5655 -5.0739
N 2.8379 0.9416 -3.8147
H 5.5251 2.6939 -3.5833
H 5.8610 2.1160 -5.8244
H 4.1053 0.6463 -6.9243
H 2.1794 -0.0769 -5.4584
C 1.4588 -0.3560 1.0922
C 0.8237 -0.8927 2.0135
C 0.0656 -1.4634 2.9743
C 0.0714 -2.9244 3.1067
C 0.2861 -3.7255 1.9817
C 0.3182 -5.1014 2.1015
C 0.1673 -5.6928 3.3509
C -0.0153 -4.9046 4.4784
C -0.0731 -3.5265 4.3594
C -0.7697 -0.6017 3.8015
C -1.9509 -1.0898 4.3772
C -2.7763 -0.2398 5.0901
C -2.4324 1.0977 5.2440
C -1.2697 1.5942 4.6679
C -0.4476 0.7566 3.9383
H 0.4217 -3.2563 1.0146
H 0.4685 -5.7164 1.2246
H 0.2015 -6.7700 3.4456
H -0.1081 -5.3640 5.4531
H -0.1890 -2.9109 5.2416
H -2.2329 -2.1241 4.2374
H -3.6929 -0.6175 5.5224
H -3.0782 1.7570 5.8090
H -1.0050 2.6362 4.7867
H 0.4600 1.1345 3.4831
C -2.2992 4.6820 -1.7633
C -1.2499 4.1903 -2.7533
C -0.9121 2.7063 -2.5956
C -0.2206 2.3843 -1.2676
Ge 0.1040 0.4391 -1.1098
C -1.3648 -0.4132 -0.1308
C -2.6831 -0.5077 -0.9217
C -2.9193 -1.8858 -1.5361
C -1.8660 -2.3109 -2.5520
H -2.5787 5.7152 -1.9693
H -1.9380 4.6417 -0.7349
H -3.2052 4.0744 -1.8239
H -0.3322 4.7767 -2.6403
H -1.6045 4.3638 -3.7727
H -0.2607 2.3940 -3.4178
H -1.8314 2.1203 -2.7002
H -0.8344 2.6583 -0.4054
H 0.7067 2.9534 -1.1929
H 0.2272 -0.1310 -2.5350
H -1.4950 0.1926 0.7696
H -1.0641 -1.4071 0.2057
H -2.7351 0.2533 -1.7073
H -3.5123 -0.2878 -0.2450
H -3.9037 -1.8957 -2.0098
H -2.9626 -2.6232 -0.7277
H -1.7850 -1.5822 -3.3616
H -2.1193 -3.2750 -2.9938
H -0.8781 -2.4080 -2.0956
```

These are the natural (NBO) partial charges, in e, on atoms 1 to 6:
1 W -0.06
2 Se 0.11
3 Te 0.59
4 Te -0.33
5 Se -0.33
6 S -0.04

***

Entry 2:
Here is C27H33N3O6S in the gas phase in a non-equilibrium geometry from the Open Molecules 2025 dataset. Energies are from the ωB97M-V functional and the def2-TZVPD basis.

Calculated values
HOMO energy in eV: -7.2
SMILES string: COc1ccc(N2CCN(CCCNC(=O)c3ccc(CS(=O)(=O)c4ccc(OC)cc4)o3)CC2)cc1

XYZ file:
```
70
C27H33N3O6S (the ωB97M-V functional and the def2-TZVPD basis)
C -5.9069 -2.7609 -0.0843
O -5.5606 -1.8411 0.9225
C -4.8394 -0.7381 0.5501
C -4.5965 -0.3454 -0.7603
C -3.8104 0.7567 -1.0299
C -3.1933 1.4891 -0.0114
N -2.3388 2.5441 -0.2900
C -1.5896 2.5796 -1.5300
C -0.0850 2.4760 -1.2718
N 0.4284 3.5031 -0.3613
C 1.4096 4.3967 -0.9546
C 2.7707 3.7165 -1.1315
C 3.3792 3.2870 0.2045
N 2.6008 2.2302 0.8023
C 3.1226 1.0468 1.1613
O 4.3180 0.7890 1.1514
C 2.1264 0.0348 1.5651
C 2.2924 -1.1228 2.2770
C 1.0516 -1.7912 2.2410
C 0.2071 -1.0065 1.5007
C -1.1261 -1.2758 0.9518
S -0.9422 -1.7521 -0.8435
O -1.7936 -2.8883 -1.0734
O -1.1640 -0.5808 -1.6508
C 0.7836 -2.2036 -0.9606
C 1.2174 -3.4261 -0.4761
C 2.5679 -3.6545 -0.3313
C 3.4946 -2.6479 -0.6375
O 4.7821 -2.9201 -0.3556
C 5.7292 -1.8699 -0.4392
C 3.0442 -1.4489 -1.1919
C 1.6880 -1.2343 -1.3465
O 0.8507 0.1133 1.1050
C -0.6505 4.2079 0.3089
C -1.6692 3.1976 0.8171
C -3.5171 1.1333 1.3058
C -4.3277 0.0475 1.5770
H -6.6463 -2.3426 -0.7761
H -6.3461 -3.6132 0.4326
H -5.0244 -3.0865 -0.6447
H -5.0148 -0.8915 -1.5899
H -3.6761 1.0335 -2.0620
H -1.8547 1.7261 -2.1498
H -1.8236 3.5027 -2.0771
H 0.4334 2.5299 -2.2326
H 0.1032 1.4886 -0.8375
H 1.0695 4.7903 -1.9277
H 1.5330 5.2479 -0.2790
H 2.6705 2.8407 -1.7740
H 3.4476 4.4194 -1.6195
H 4.3957 2.9083 0.0686
H 3.4156 4.1451 0.8858
H 1.5967 2.3795 0.7469
H 3.1931 -1.4432 2.7576
H 0.8119 -2.7298 2.6959
H -1.6069 -2.1163 1.4392
H -1.7788 -0.4049 0.9440
H 0.4874 -4.1741 -0.2109
H 2.9396 -4.5890 0.0571
H 6.6497 -2.2770 -0.0251
H 5.4133 -1.0021 0.1476
H 5.9026 -1.5747 -1.4782
H 3.7397 -0.6743 -1.4694
H 1.3119 -0.3086 -1.7524
H -1.1484 4.9437 -0.3430
H -0.2266 4.7485 1.1612
H -1.1381 2.4703 1.4530
H -2.4143 3.7157 1.4312
H -3.1366 1.6966 2.1424
H -4.5544 -0.2208 2.5972
```

These are the natural (NBO) partial charges, in e, on atoms 1 to 6:
1 C -0.25
2 O -0.50
3 C 0.26
4 C -0.28
5 C -0.24
6 C 0.23

***

Entry 3:
Here is a molecular structure, C27H33N4O4PS3Zr in a non-equilibrium geometry from the Open Molecules 2025 dataset. Energies are from the ωB97M-V functional and the def2-TZVPD basis.

Calculated values
HOMO energy in eV: -6.6

XYZ file:
```
73
C27H33N4O4PS3Zr (the ωB97M-V functional and the def2-TZVPD basis)
Zr -0.3237 -0.4035 -0.8030
N -2.0227 1.1759 -0.0451
C -1.8056 2.5153 -0.6499
C -0.3921 2.5320 -1.2064
O 0.4012 3.3904 -0.8250
N -0.1818 1.4740 -2.0372
C 1.0951 1.4170 -2.7681
C 1.6407 -0.0072 -2.6789
O 1.9483 -0.6616 -3.6476
O 1.6615 -0.4379 -1.4227
H -2.8264 0.7315 -0.4801
H -2.1981 1.2244 0.9543
H -1.9106 3.3166 0.0775
H -2.5194 2.6568 -1.4603
H 1.8340 2.1038 -2.3412
H 0.9360 1.6568 -3.8188
N 2.4478 0.0604 1.5917
P 1.4927 1.3654 0.9405
C 0.3003 1.6762 2.3158
C -0.2315 0.6406 3.0757
C -1.2640 0.8842 3.9746
C -1.7772 2.1635 4.1198
C -1.2388 3.2092 3.3757
C -0.2093 2.9675 2.4796
C 2.7062 2.6988 1.2517
C 3.2640 2.8212 2.5272
C 4.1839 3.8224 2.7900
C 4.5505 4.7106 1.7846
C 3.9991 4.5915 0.5194
C 3.0758 3.5880 0.2496
C 2.2395 -1.2630 1.2666
C 3.3237 -2.1501 1.3251
C 3.0958 -3.4911 1.1802
C 1.7885 -3.9394 0.9933
C 0.7955 -3.0031 0.8845
N 0.9927 -1.6652 0.9790
H 3.4294 0.2765 1.6929
H 0.1532 -0.3663 2.9739
H -1.6696 0.0639 4.5526
H -2.5912 2.3485 4.8086
H -1.6202 4.2152 3.4961
H 0.1946 3.7831 1.8896
H 2.9655 2.1417 3.3172
H 4.6070 3.9166 3.7817
H 5.2613 5.4996 1.9943
H 4.2803 5.2830 -0.2641
H 2.6187 3.5102 -0.7267
H 4.3190 -1.7592 1.4897
H 3.9219 -4.1899 1.2206
H 1.5503 -4.9907 0.9229
H -0.2336 -3.2922 0.7261
C -4.7501 -2.5873 0.0598
C -3.5759 -1.8435 -0.5531
S -2.1821 -1.7222 0.5416
C -3.6327 -1.3313 -1.7923
C -4.8592 -1.4332 -2.6616
S -2.2812 -0.5185 -2.6001
H -4.4955 -2.9362 1.0582
H -5.0292 -3.4572 -0.5391
H -5.6314 -1.9479 0.1470
H -5.6788 -1.9517 -2.1680
H -4.6288 -1.9616 -3.5913
H -5.2070 -0.4381 -2.9496
C -0.4448 -4.7276 -2.3169
S -1.1047 -3.0904 -2.5941
C -0.4637 -2.8900 -4.2504
O -0.0885 -2.3120 -1.7089
H -0.9156 -5.4117 -3.0226
H -0.7091 -5.0118 -1.2996
H 0.6374 -4.7120 -2.4382
H -0.5983 -3.8257 -4.7902
H 0.5905 -2.6236 -4.1548
H -1.0095 -2.0785 -4.7234
```

These are the Mulliken partial charges, in e, on atoms 1 to 6:
1 Zr -0.12
2 N -0.39
3 C -0.59
4 C 0.45
5 O -0.62
6 N -0.21

***

Values for E_tot, hartree, ordered as above
-9038.976638 -2062.518140 -3151.802251